No. 1
Formula: C4H10NO2S
Source: OMol25
Level of theory: ωB97M-V/def2-TZVPD

The geometry in XYZ format:
```
18
Properties=species:S:1:pos:R:3:forces:R:3
C -0.465 -1.079 -0.917 1.2 -1.4 1.1
C 0.834 -1.674 -0.248 0.3 0.2 -1.2
S 2.319 -0.739 -0.764 -0.1 0.1 0.3
C -0.935 0.036 -0.065 -0.5 1.2 -0.4
N -0.796 1.314 -0.529 0.0 -0.4 0.1
C -0.216 1.809 -1.759 -1.2 -0.8 -0.5
O -1.479 -0.123 1.031 0.1 -0.3 -0.1
H -0.159 -0.843 -1.925 -0.3 0.1 -0.2
H -1.163 -1.908 -0.856 -0.6 0.2 -0.3
H 0.666 -1.762 0.815 0.1 0.2 0.4
H 0.961 -2.694 -0.623 -0.2 0.0 0.0
H -1.044 1.997 0.169 0.0 0.0 0.0
H 0.003 1.007 -2.454 0.6 -0.3 0.4
H 0.664 2.384 -1.559 0.4 0.4 -0.2
H -1.001 2.311 -2.339 0.2 0.8 0.3
H -0.931 0.150 3.573 0.0 0.1 0.0
H -1.811 0.987 2.710 0.2 -0.2 0.0
O -1.445 0.964 3.608 -0.2 0.1 0.1
```
Positions in Å, forces in eV/Å.

## Properties
Charge = -1
HOMO energy = -2.6 eV
Energy relative to the best compared isomer or geometry (same formula, charge and spin) = 24.07 kcal/mol
LUMO level = 3.596 eV
Energy = -761.8830 hartree

---

No. 2
Formula: C15H32AuBF4N4O2PSe2
Source: OMol25
Level of theory: ωB97M-V/def2-TZVPD

The geometry in XYZ format:
```
62
Properties=species:S:1:pos:R:3:forces:R:3
Au 0.178 0.277 1.225 0.2 0.4 0.8
O -2.432 -4.315 3.967 0.0 0.0 0.0
C -1.114 -3.764 4.099 0.0 -0.1 0.0
C -0.842 -2.682 3.036 0.1 0.0 0.0
C -0.774 -3.334 1.658 0.0 0.0 -0.1
O -1.928 -4.064 1.265 0.0 0.0 0.0
C -1.977 -1.651 3.153 0.1 0.1 0.1
Se -2.105 -0.006 2.043 -0.1 -0.4 0.1
C 0.567 -2.171 3.461 0.0 -0.1 -0.1
Se 1.876 -1.413 2.173 -0.5 0.1 -0.1
H -2.576 -4.945 4.677 0.0 0.0 0.0
H -0.373 -4.565 3.983 0.0 0.0 0.0
H -0.996 -3.320 5.093 0.0 0.0 0.0
H 0.114 -3.983 1.626 0.0 0.0 0.0
H -0.644 -2.539 0.929 0.0 0.1 -0.1
H -2.374 -4.376 2.062 0.0 0.0 0.0
H -1.994 -1.313 4.193 0.0 0.0 0.0
H -2.916 -2.169 2.975 0.0 0.0 0.0
H 1.110 -3.025 3.875 0.0 0.0 0.1
H 0.446 -1.443 4.262 0.0 0.1 -0.1
F -4.586 4.716 0.383 0.0 0.0 0.0
B -4.736 3.521 -0.349 0.0 0.0 0.0
F -4.483 3.783 -1.720 0.0 0.0 0.0
F -6.040 3.024 -0.199 0.0 0.0 0.0
F -3.797 2.570 0.110 -0.2 0.0 -0.1
C 1.586 -1.141 -3.582 0.0 0.0 0.1
N 1.653 -1.759 -2.193 0.0 0.0 -0.2
C 3.102 -1.697 -1.704 0.0 -0.1 0.0
N 3.608 -0.370 -1.750 0.0 0.0 0.0
C 3.456 0.202 -3.083 0.0 0.0 0.0
N 2.078 0.189 -3.552 0.0 0.0 -0.1
C 1.207 1.099 -2.771 0.3 -0.4 0.0
P 1.251 0.743 -0.928 0.3 0.4 -1.1
C 0.731 -1.064 -1.222 -0.1 -0.1 -0.1
C 3.044 0.482 -0.689 0.0 -0.2 0.2
H 0.544 -1.175 -3.898 0.0 0.0 0.0
H 2.201 -1.767 -4.231 0.0 0.0 0.0
H 1.377 -2.742 -2.232 0.0 0.0 -0.1
H 3.665 -2.353 -2.373 0.0 0.0 0.0
H 3.097 -2.086 -0.684 0.0 0.0 0.0
H 4.068 -0.373 -3.782 0.0 0.0 0.0
H 3.814 1.230 -3.065 0.0 0.0 0.0
H 0.186 0.992 -3.138 0.1 0.0 0.0
H 1.509 2.133 -2.945 0.1 -0.1 0.0
H -0.280 -1.083 -1.635 0.0 0.0 0.0
H 0.768 -1.640 -0.301 0.0 0.0 0.0
H 3.202 0.001 0.278 0.0 0.1 0.0
H 3.546 1.449 -0.668 0.0 0.0 -0.1
C 0.557 4.339 -0.874 -0.1 0.0 0.0
C -0.248 3.088 -0.486 0.2 0.2 -0.1
C -1.058 3.414 0.770 0.2 -0.1 -0.1
C -1.188 2.703 -1.623 -0.1 0.1 0.0
N 0.793 2.064 -0.227 -0.5 -0.2 0.9
H -0.119 5.179 -1.042 0.0 0.0 0.0
H 1.129 4.171 -1.790 0.0 0.0 0.0
H 1.253 4.600 -0.074 0.0 0.0 0.0
H -1.662 4.305 0.576 0.0 -0.1 0.1
H -0.390 3.592 1.616 0.0 0.0 0.0
H -1.758 2.623 1.023 0.1 0.0 0.0
H -1.973 3.445 -1.742 -0.1 0.1 0.0
H -1.701 1.767 -1.389 0.0 -0.1 0.0
H -0.650 2.622 -2.571 -0.2 0.1 0.1
```
Positions in Å, forces in eV/Å.

## Properties
Charge = -1
HOMO energy = -4.2 eV
Energy relative to the best compared isomer or geometry (same formula, charge and spin) = 24.41 kcal/mol
LUMO level = 1.270 eV
Energy = -6664.7000 hartree

---

No. 3
Formula: C7H11OS
Source: OMol25
Level of theory: ωB97M-V/def2-TZVPD

The geometry in XYZ format:
```
20
Properties=species:S:1:pos:R:3:forces:R:3
C 1.139 -1.342 -0.622 -1.2 0.8 1.0
C -0.178 -0.916 -0.485 -0.5 0.3 -2.6
C -4.199 -0.271 0.702 2.3 -2.7 0.8
C -1.251 -1.919 -0.898 -0.8 -0.2 -0.1
C 0.355 1.884 1.164 -4.2 0.7 -1.5
C -0.043 1.638 -0.359 -0.5 0.8 1.6
C -0.726 0.338 -0.545 -1.5 1.8 0.5
O -3.536 -0.833 1.490 -1.7 1.8 -0.4
S -4.890 0.082 -0.643 -0.7 0.9 -0.2
H 2.013 -0.800 -0.424 0.9 1.1 0.3
H 1.298 -2.316 -0.917 0.3 -2.2 -0.4
H -1.381 -2.026 -2.042 0.0 0.5 1.8
H -0.914 -2.876 -0.552 -0.1 -1.0 0.2
H -2.220 -1.665 -0.339 1.2 -0.5 -1.2
H -0.329 1.290 1.780 0.2 -0.3 -0.2
H 1.303 1.681 1.455 3.1 -0.5 0.6
H 0.024 2.884 1.415 0.6 0.7 0.2
H 0.798 1.777 -0.975 1.8 -0.2 -0.8
H -0.669 2.512 -0.711 0.1 -0.9 0.6
H -1.827 0.541 -0.560 0.8 -1.0 0.0
```
Positions in Å, forces in eV/Å.

## Properties
Charge = -1
HOMO energy = -0.9 eV
Energy relative to the best compared isomer or geometry (same formula, charge and spin) = 51.77 kcal/mol
LUMO level = 2.752 eV
Energy = -746.6679 hartree

---

No. 4
Formula: C15H16N2O3S2
Source: OMol25
Level of theory: ωB97M-V/def2-TZVPD

The geometry in XYZ format:
```
38
Properties=species:S:1:pos:R:3:forces:R:3
C -1.476 -2.288 -5.761 -0.1 0.1 0.4
C -2.224 -2.375 -4.440 -0.1 -0.5 -0.4
O -1.706 -1.440 -3.488 -0.2 0.3 -0.1
C -0.633 -1.802 -2.795 0.3 0.0 0.5
O -0.070 -2.858 -2.880 0.0 0.0 -0.1
C -0.199 -0.686 -1.865 -0.1 0.1 0.0
S -1.686 0.191 -1.278 0.0 0.2 0.3
C -1.133 0.940 0.226 0.7 0.0 -0.6
C 0.094 1.450 0.479 -0.9 0.0 0.7
C 1.126 1.551 -0.455 0.3 0.1 -0.6
N 2.003 1.691 -1.186 0.2 0.0 -0.2
C 0.414 1.919 1.892 0.0 -0.1 -0.1
C 0.939 0.748 2.667 0.0 -0.2 0.3
S -0.137 -0.451 3.320 0.6 0.0 0.1
C 1.191 -1.363 3.916 -0.3 0.1 -0.1
C 2.380 -0.784 3.620 -0.1 -0.2 0.1
C 2.248 0.429 2.895 -0.3 0.1 0.0
C 3.415 1.247 2.443 -0.1 0.1 -0.1
C -0.829 2.553 2.515 0.1 0.1 0.1
C -2.079 1.720 2.346 0.1 0.4 0.2
O -3.004 1.707 3.118 -0.1 0.0 0.1
N -2.123 0.990 1.181 -0.4 -0.3 -0.4
H -0.437 -2.574 -5.621 0.1 0.0 0.0
H -1.932 -2.962 -6.481 0.0 -0.1 -0.1
H -1.515 -1.273 -6.150 0.0 0.1 -0.1
H -3.274 -2.100 -4.558 0.1 -0.1 0.1
H -2.144 -3.383 -4.021 -0.1 0.2 0.0
H 0.347 -1.093 -1.016 0.0 0.0 -0.1
H 0.440 0.006 -2.416 0.0 -0.1 0.0
H 1.210 2.669 1.840 -0.1 -0.1 0.0
H 1.004 -2.273 4.448 0.0 -0.2 0.1
H 3.330 -1.198 3.905 0.2 -0.1 0.1
H 4.343 0.773 2.753 0.1 0.0 0.0
H 3.422 1.345 1.358 0.1 0.0 0.0
H 3.378 2.247 2.875 0.1 0.1 0.0
H -0.678 2.738 3.579 -0.1 0.0 -0.1
H -1.029 3.515 2.032 0.0 0.0 0.0
H -2.976 0.475 1.002 0.1 0.0 0.1
```
Positions in Å, forces in eV/Å.

## Properties
HOMO energy = -8.6 eV
SMILES = CCOC(=O)CSC1=C(C#N)[C@H](c2sccc2C)CC(=O)N1
Energy relative to the best compared isomer or geometry (same formula, charge and spin) = 20.42 kcal/mol
LUMO level = 0.093 eV
Energy = -1712.8170 hartree

---

No. 5
Formula: C3H8OS2
Source: OMol25
Level of theory: ωB97M-V/def2-TZVPD

The geometry in XYZ format:
```
14
Properties=species:S:1:pos:R:3:forces:R:3
C -1.929 0.471 0.029 0.8 -2.9 1.9
C -1.697 -0.584 -0.776 -0.6 0.2 -0.4
O -2.449 -1.766 -0.892 1.5 2.1 -2.3
H -1.186 1.272 -0.021 -0.6 -0.2 0.2
H -2.326 0.080 1.048 -0.2 1.7 -1.7
H -0.892 -0.542 -1.510 -0.5 0.0 -0.4
H -2.594 -2.220 -0.108 -0.5 -0.9 2.5
C 1.928 -0.446 1.030 -1.1 -2.1 -0.4
S 1.641 1.246 0.556 0.3 3.2 1.2
S 1.200 2.558 -1.195 1.1 -2.6 0.0
H 2.909 -0.915 0.776 -1.0 0.3 -0.5
H 0.967 -1.078 0.765 2.3 0.8 0.9
H 2.081 -0.254 2.150 -0.9 -0.1 -1.4
H 2.347 2.178 -1.851 -0.7 0.6 0.2
```
Positions in Å, forces in eV/Å.

## Properties
HOMO energy = -8.7 eV
SMILES = C=CO.CSS
Energy relative to the best compared isomer or geometry (same formula, charge and spin) = 78.21 kcal/mol
LUMO level = -0.851 eV
Energy = -990.5860 hartree